Below is a structure of composition C7H4F3INO3STi, with properties calculated with wB97M-V/def2-TZVPD.

Last column: Mulliken charge in e.
Positions of all 21 atoms, in Å:
1 Ti 0.04323 1.74424 1.00438  0.6690
2 O 0.37480 -0.21198 1.06408  -0.6263
3 N 0.95010 -0.87522 0.05687  0.5585
4 C 0.99660 -2.21983 0.15890  -0.2032
5 C 1.56574 -2.97197 -0.82811  -0.7127
6 C 2.09855 -2.32561 -1.94614  -0.0751
7 C 2.03748 -0.95635 -2.02752  -0.8450
8 C 1.44871 -0.20270 -1.00667  0.8091
9 S 1.34143 1.51608 -1.02972  -0.3627
10 H 0.55882 -2.60952 1.06504  0.4425
11 H 1.59318 -4.04616 -0.72802  0.3941
12 H 2.55389 -2.90072 -2.74011  0.3934
13 H 2.43533 -0.41908 -2.87579  0.3878
14 F -2.45634 0.53853 0.24296  -0.2134
15 C -2.95982 1.40478 1.15967  0.6961
16 F -2.22777 1.16115 2.29347  -0.2474
17 F -4.21170 1.10499 1.39393  -0.2216
18 C -2.67149 2.86315 0.70128  0.6064
19 O -3.56349 3.64473 0.55652  -0.5282
20 O -1.39321 2.99763 0.53951  -0.6360
21 I 1.48595 2.76387 2.94547  -0.2853

Summary:
Calculated total energy ... -65162.80370 eV
HOMO level (alpha / beta) ... -9.01 / -9.16 eV
Spin multiplicity ... 2
<S²> ... 0.754
Orbital gap (alpha / beta) ... 8.1 / 8.4 eV
Lowest unoccupied orbital energy (alpha / beta) ... -0.86 / -0.72 eV

=====

Below is a structure of composition C7H4IrNO2S3, with properties calculated with wB97M-V/def2-TZVPD.

Last column: Mulliken charge in e.
Positions of all 18 atoms, in Å:
1 Ir 0.03437 -0.08964 -0.05389  0.7734
2 S 2.41668 -3.72403 -0.77337  -0.2411
3 C 1.41777 -2.45854 -0.77648  0.2936
4 S 1.74951 -0.86598 -1.38542  -0.2495
5 S -0.17921 -2.38516 -0.09704  -0.2497
6 O -0.86786 3.05389 2.30149  -0.5941
7 C -0.75938 2.20344 1.46123  0.5539
8 O 0.06137 1.17894 1.48199  -0.6651
9 C -1.61468 2.24493 0.22976  0.4845
10 C -2.54631 3.23655 0.00438  -0.4606
11 C -3.28845 3.18780 -1.16401  -0.2608
12 C -3.06953 2.14894 -2.06117  -0.6187
13 C -2.11966 1.19265 -1.76683  -0.1098
14 N -1.41083 1.25060 -0.63740  -0.3771
15 H -2.65407 4.00840 0.75309  0.4586
16 H -4.02768 3.94920 -1.37293  0.4269
17 H -3.62863 2.07729 -2.98254  0.3862
18 H -1.90904 0.36408 -2.42846  0.4495

Summary:
Calculated total energy ... -48253.46064 eV
HOMO level ... -8.51 eV
Orbital gap ... 6.9 eV
Lowest unoccupied orbital energy ... -1.61 eV

=====

Below is a structure of composition C7H4O5Tl, with properties calculated with wB97M-V/def2-TZVPD.

Last column: Mulliken charge in e.
Positions of all 17 atoms, in Å:
1 Tl 0.00009 0.00003 -0.02570  1.6061
2 O -0.00621 3.38509 0.22749  0.0313
3 C -0.00418 2.24907 0.11922  0.1589
4 C 0.00432 -2.24900 0.11950  0.1589
5 O 0.00669 -3.38498 0.22820  0.0313
6 C 2.23035 0.00430 -0.04752  0.1109
7 O 3.38313 0.00692 -0.00238  0.0214
8 C -2.23007 -0.00414 -0.04735  0.1111
9 O -3.38323 -0.00579 -0.00190  0.0209
10 C -0.00142 0.67592 -2.37814  -0.6625
11 H -0.90578 1.25395 -2.41064  0.4679
12 H 0.90093 1.25717 -2.41104  0.4678
13 C 0.00100 -0.67628 -2.37796  -0.6618
14 H 0.90556 -1.25445 -2.41075  0.4677
15 H -0.90131 -1.25775 -2.41034  0.4678
16 O 0.00000 0.00000 3.42725  -0.0085
17 C 0.00000 0.00003 2.23906  0.2110

Summary:
Calculated total energy ... -22213.71164 eV
HOMO level ... -24.54 eV
Orbital gap ... 10.8 eV
Net charge ... +3
Lowest unoccupied orbital energy ... -13.73 eV

=====

Below is an isolated molecule of C7H5ClN4O, with properties calculated with wB97M-V/def2-TZVPD.

Last column: Mulliken charge in e.
Positions of all 18 atoms, in Å:
1 O 0.85665 -0.24263 2.73941  -0.5293
2 C 1.57430 -0.20063 1.81556  0.4537
3 N 2.78498 0.51353 1.98903  -0.0894
4 N 3.26743 0.87990 0.75794  -0.3670
5 N 2.44283 0.33152 -0.09143  -0.3295
6 N 1.38011 -0.24956 0.43847  0.4369
7 C 0.18294 -0.20678 -0.18157  0.1187
8 C -0.66065 -1.35361 -0.29952  -0.2412
9 C -1.88010 -1.43956 -0.99985  -0.6621
10 C -2.49865 -0.30761 -1.41061  -0.2004
11 C -1.80265 0.91278 -1.31576  -0.6627
12 C -0.38282 0.95600 -0.77588  0.5636
13 Cl 0.41715 2.56321 -0.77498  -0.1923
14 H 2.76556 1.13546 2.87468  0.3203
15 H -0.33008 -2.31622 -0.04740  0.3822
16 H -2.51021 -2.35874 -1.02193  0.2919
17 H -3.48607 -0.41933 -1.90946  0.3158
18 H -2.12072 1.80226 -1.78671  0.3907

Summary:
Calculated total energy ... -27867.27155 eV
HOMO level ... -9.41 eV
Orbital gap ... 9.7 eV
Lowest unoccupied orbital energy ... 0.29 eV

=====

Below is an isolated molecule of C7H5ClO2, with properties calculated with wB97M-V/def2-TZVPD.

Last column: Mulliken charge in e.
Positions of all 15 atoms, in Å:
1 O -2.33425 -1.81735 -0.17058  -0.4969
2 C -2.10357 -0.68256 -0.06966  0.6138
3 O -3.05710 0.23684 0.21183  -0.4812
4 C -0.61818 -0.24546 -0.02305  0.1014
5 C 0.30539 -1.30007 -0.03919  -0.1913
6 C 1.60771 -1.13417 0.02328  -0.9364
7 C 2.10508 0.25343 0.00372  -0.3114
8 C 1.19641 1.31116 -0.05377  -0.6204
9 C -0.08232 1.05535 -0.03650  0.8120
10 Cl -1.15601 2.50721 -0.09805  -0.3180
11 H -2.59777 1.20128 0.14938  0.3115
12 H -0.24664 -2.42371 -0.16463  0.1830
13 H 2.22424 -1.81097 -0.02774  0.7087
14 H 3.12084 0.48983 0.29932  0.3481
15 H 1.63615 2.35918 -0.00436  0.2771

Summary:
Calculated total energy ... -23955.89483 eV
HOMO level ... -9.85 eV
Orbital gap ... 9.8 eV
Lowest unoccupied orbital energy ... -0.05 eV

=====

Below is an isolated molecule of C7H5FN4S, with properties calculated with wB97M-V/def2-TZVPD.

Last column: Mulliken charge in e.
Positions of all 18 atoms, in Å:
1 F 4.10176 -0.63960 0.00103  -0.3127
2 C 2.77168 -0.33716 0.06086  0.3949
3 C 2.49838 0.99376 -0.02272  -0.4381
4 C 1.19772 1.34071 -0.00329  -0.4852
5 C 0.14358 0.34631 -0.03554  0.3695
6 N -1.21009 0.85795 -0.03468  -0.1518
7 C -2.29699 0.14863 0.01400  0.3826
8 N -2.35646 -1.16589 -0.00294  0.0151
9 N -3.66040 -1.63442 -0.02553  -0.6185
10 N -4.56986 -0.74155 0.05307  -0.0456
11 S -3.95514 0.79658 -0.02702  0.0484
12 C 0.50230 -0.92622 -0.05594  0.1553
13 C 1.80138 -1.31898 -0.04541  -0.9012
14 H 3.40290 1.86223 -0.08560  0.2262
15 H 1.00486 2.41517 0.08659  0.2005
16 H -1.32565 2.00438 0.12299  0.2993
17 H -0.28754 -1.71768 -0.05225  0.4512
18 H 2.23757 -2.28423 0.05238  0.4101

Summary:
Calculated total energy ... -26850.39492 eV
HOMO level ... -8.76 eV
Orbital gap ... 8.7 eV
Lowest unoccupied orbital energy ... -0.02 eV

=====

Below is an isolated molecule of C7H5FO, with properties calculated with wB97M-V/def2-TZVPD.

Last column: Mulliken charge in e.
Positions of all 14 atoms, in Å:
1 C -3.36066 0.59512 0.18319  0.1505
2 C -2.28432 0.24177 -0.20824  -0.7224
3 C -0.98801 -0.19343 -0.52712  0.3304
4 C -0.68682 -0.79434 -1.83285  0.2231
5 F -1.67241 -1.16304 -2.63303  -0.2660
6 C 0.67922 -1.29205 -1.89361  0.4349
7 O 1.12309 -2.11696 -2.66735  -0.5765
8 C 1.42422 -0.51144 -0.82907  -0.5851
9 C 0.26075 -0.08068 0.21051  -0.6130
10 H -4.41920 0.91203 0.42799  0.3868
11 H 2.27368 -0.91577 -0.36249  0.3882
12 H 1.79187 0.33050 -1.45302  0.2529
13 H 0.38869 0.80161 0.80902  0.3959
14 H 0.22370 -0.98121 0.99589  0.2002

Summary:
Calculated total energy ... -12101.55574 eV
HOMO level ... -9.07 eV
Orbital gap ... 8.4 eV
Lowest unoccupied orbital energy ... -0.63 eV

=====

Below is a cluster of 2 separate species, C7H5I in total, with properties calculated with wB97M-V/def2-TZVPD.

Last column: Mulliken charge in e.
Positions of all 13 atoms, in Å:
1 C 0.64853 0.50162 -1.45222  -0.1692
2 C -0.74547 0.30021 -1.28156  -0.5152
3 C 1.52113 0.38704 -0.36573  -0.7575
4 C -1.32101 -0.18608 -0.11032  -0.2765
5 C 0.97680 0.03433 0.83485  0.6174
6 C -0.52395 -0.26525 0.99502  0.0089
7 C 0.32239 0.13564 2.04304  -0.2531
8 I -1.18218 -3.13529 1.38052  -0.5323
9 H 1.06163 0.97515 -2.30446  0.4022
10 H -1.35501 0.39853 -2.15181  0.3703
11 H 2.59452 0.74068 -0.51901  0.2787
12 H -2.37302 -0.33617 -0.13049  0.4677
13 H 0.37562 0.44960 3.06216  0.3586

Summary:
Calculated total energy ... -15435.98216 eV
HOMO level (alpha / beta) ... -7.43 / -7.43 eV
Orbital gap (alpha / beta) ... 5.6 / 5.6 eV
Lowest unoccupied orbital energy (alpha / beta) ... -1.80 / -1.80 eV

=====

Below is a structure of composition C7H5INO5S, with properties calculated with wB97M-V/def2-TZVPD.

Last column: Mulliken charge in e.
Positions of all 20 atoms, in Å:
1 C 1.15122 -0.50176 -0.01818  -0.2675
2 C 0.61293 -0.11133 -1.21580  -0.5974
3 C 0.31711 -0.66215 1.14386  -0.7712
4 C -0.70955 0.19207 -1.31557  -0.4060
5 C -1.02720 -0.23613 1.08322  -0.3698
6 C -1.46897 0.14041 -0.18726  0.8251
7 C -2.93274 0.47361 -0.22001  -0.5199
8 N -3.38368 1.22200 -1.48856  1.0122
9 O -4.38224 0.91207 -2.03453  -0.6085
10 O -5.01992 1.37592 0.98033  -0.6268
11 O -2.66132 2.14117 -1.78617  -0.5591
12 O -3.11107 2.89650 1.02980  -0.6185
13 O -3.04890 0.84848 2.35177  -0.6849
14 S -3.61562 1.57763 1.22086  1.2958
15 I -4.09788 -1.26324 -0.08027  0.2013
16 H 2.26568 -0.65508 -0.05994  0.2887
17 H 1.20554 -0.41186 -2.06170  0.3031
18 H 0.84175 -0.89067 2.06828  0.3411
19 H -0.99070 0.45853 -2.34887  0.2678
20 H -1.76667 -0.36599 1.90568  0.4946

Summary:
Calculated total energy ... -38001.76931 eV
HOMO level ... -5.69 eV
Orbital gap ... 8.4 eV
Net charge ... -1
Lowest unoccupied orbital energy ... 2.73 eV

=====

Below is a cluster of 2 separate species, C7H5IS2 in total, with properties calculated with wB97M-V/def2-TZVPD.

Last column: Mulliken charge in e.
Positions of all 15 atoms, in Å:
1 C 0.72286 -0.82922 -0.46414  -0.5587
2 C 0.25174 -0.39467 0.76658  -0.1629
3 C 0.28871 -0.10289 -1.60804  -0.4301
4 C -0.62815 0.66031 0.90623  -0.2014
5 C -0.58555 0.92999 -1.43011  -0.0485
6 C -1.07661 1.33624 -0.22085  0.7924
7 C -2.09632 2.29705 -0.07694  -0.3661
8 S -2.72413 3.71106 -0.33121  -0.1517
9 S -4.41262 0.88158 0.24254  -0.3457
10 I -3.72234 -1.30864 0.55703  0.0129
11 H 1.26636 -1.69934 -0.45399  0.4717
12 H 0.47829 -0.95700 1.79494  0.2050
13 H 0.42084 -0.30347 -2.66993  0.3398
14 H -0.95599 0.88413 2.01783  0.2287
15 H -0.82390 1.41969 -2.46077  0.2149

Summary:
Calculated total energy ... -37107.95370 eV
HOMO level (alpha / beta) ... -7.66 / -7.66 eV
Orbital gap (alpha / beta) ... 6.1 / 6.1 eV
Lowest unoccupied orbital energy (alpha / beta) ... -1.57 / -1.57 eV

=====

Below is the ion C7H5N4O with charge +1, with properties calculated with wB97M-V/def2-TZVPD.

Last column: Mulliken charge in e.
Positions of all 17 atoms, in Å:
1 N -3.72093 0.39229 -0.09834  -0.3072
2 C -2.61371 0.13313 -0.05672  -0.2973
3 C -1.22686 -0.26808 -0.26703  0.9172
4 C -0.41264 0.11665 -1.51061  -0.8962
5 C 0.02095 0.73099 -0.19594  0.8662
6 C -0.04055 2.08760 0.15403  -0.3882
7 N -0.09155 3.15352 0.62331  -0.3059
8 C 1.16763 -0.14175 0.49689  0.5046
9 N 2.30846 0.38319 0.86915  -0.3911
10 N 0.68772 -1.34763 0.67399  -0.1583
11 C -0.74495 -1.61091 0.24146  0.1684
12 O -1.23761 -2.64074 0.31538  -0.3437
13 H -0.91868 0.60520 -2.27816  0.4140
14 H 0.17251 -0.76193 -1.78331  0.2784
15 H 2.18522 1.47228 0.74166  0.2919
16 H 3.17957 -0.09798 1.33581  0.3219
17 H 1.28546 -2.20582 0.73845  0.3254

Summary:
Calculated total energy ... -15338.37342 eV
HOMO level ... -15.45 eV
Orbital gap ... 10.5 eV
Net charge ... +1
Lowest unoccupied orbital energy ... -4.94 eV

=====

Below is an isolated molecule of C7H5N5, with properties calculated with wB97M-V/def2-TZVPD.

Last column: Mulliken charge in e.
Positions of all 17 atoms, in Å:
1 C 1.04461 0.18362 1.04954  -1.5182
2 C 0.25955 -0.70281 0.08155  1.2995
3 C 1.17383 -1.80321 -0.38507  -0.0243
4 N 1.74730 -2.71684 -0.77856  -0.4469
5 N -0.99605 -1.34782 0.69428  -0.5663
6 C -2.02881 -0.96793 0.05943  0.4004
7 C -3.32551 -1.43423 0.28284  0.1043
8 N -4.32641 -1.97880 0.19164  -0.3977
9 C -1.71717 0.06673 -0.98550  0.3638
10 C -2.29905 1.33500 -0.54144  -0.0176
11 N -2.58886 2.38481 -0.17129  -0.4293
12 N -0.21928 0.04223 -1.13289  -0.5818
13 H 0.54242 0.98639 1.67131  0.3401
14 H 1.67743 0.79346 0.38662  0.3553
15 H 1.36998 -0.48604 1.89850  0.3697
16 H -2.04216 -0.03293 -2.03088  0.4130
17 H -0.04388 -0.44740 -1.96916  0.3359

Summary:
Calculated total energy ... -14787.53722 eV
HOMO level ... -11.34 eV
Orbital gap ... 10.4 eV
Lowest unoccupied orbital energy ... -0.96 eV